Computed, not measured: a molecular structure, C13H23CuNO10, with ωB97M-V with the def2-TZVPD basis set.

E ... -80437.295 eV
HOMO ... 0.1140 hartree
Strongest force on any atom ... 4.99 eV/A

ORCA input file:
```
! wB97M-V def2-TZVPD RIJCOSX def2/J DEFGRID3
* xyz -3 1
Cu -0.958 -0.793 0.300
O -1.520 0.885 5.003
O 3.873 -2.128 -1.080
O 0.666 3.715 -0.352
O -1.562 -4.847 2.443
O -5.037 -0.524 -2.792
O 1.473 6.048 1.662
O -1.684 -5.675 4.424
O -7.099 -0.317 -3.626
O 5.888 -2.751 -0.558
O -1.669 3.759 6.459
N -1.076 -5.294 3.480
C 7.223 -2.355 -0.800
C 2.054 5.923 0.382
C 1.574 4.757 -0.639
C -7.753 -0.051 -4.852
C 0.415 -5.418 3.468
C -1.238 1.049 6.415
C -1.475 2.496 7.101
C 7.072 -1.524 -2.111
C 5.727 -0.913 -2.056
C -5.438 0.071 -5.211
C 5.065 -1.946 -1.215
C -6.691 0.694 -5.669
C -5.776 -0.279 -3.755
H -8.004 -0.991 -5.345
H -2.259 2.267 7.822
H 0.787 -4.429 3.737
H 5.289 -0.752 -3.041
H -6.837 0.688 -6.749
H -1.744 0.299 7.022
H 0.907 -6.157 4.100
H 7.506 -1.725 0.044
H -6.700 1.740 -5.363
H -0.220 0.704 6.594
H 0.711 -5.689 2.455
H -5.063 -0.826 -5.705
H 1.191 5.288 -1.511
H 7.812 -0.782 -2.415
H -4.581 0.743 -5.195
H 2.020 6.850 -0.190
H -0.606 2.693 7.729
H 3.095 5.705 0.621
H 7.929 -3.182 -0.727
H 5.682 0.025 -1.503
H 2.551 4.425 -0.989
H 7.147 -2.004 -3.086
H -8.666 0.531 -4.726
*
```

Partial atomic charges computed with the Löwdin method, in multiples of e: -0.2470 -0.3199 0.1116 -0.3052 0.0271 0.0944 -0.3194 0.0616 0.0316 0.0337 -0.3564 -0.4616 -0.1362 -0.4219 -0.4123 -0.1684 0.0162 -0.3866 -0.4153 -0.1814 -0.0899 -0.1018 -0.5106 -0.1826 -0.4524 0.1186 0.0420 0.1044 0.1373 0.1124 0.0373 0.0804 0.1209 0.1222 0.0505 0.0885 0.1283 0.0450 0.1068 0.1314 0.0437 0.0425 0.0482 0.1160 0.1450 0.0416 0.1080 0.1214